No. 1
Computed, not measured: a structure of composition C51H48As2ClIrN7O2P, with wB97M-V/def2-TZVPD.

Cartesian coordinates (Å):
Ir -1.058 -0.199 0.459
C -2.292 -1.356 6.032
N -2.189 -1.560 4.594
C -2.813 -2.558 3.897
C -2.510 -2.358 2.582
N -1.714 -1.258 2.470
C -1.533 -0.787 3.689
P -0.587 0.708 4.102
C 0.906 0.358 3.124
N 0.978 0.050 1.839
C 2.300 -0.141 1.559
C 3.037 0.058 2.689
N 2.148 0.375 3.676
C 2.499 0.667 5.060
C -1.395 1.885 2.982
N -1.459 1.768 1.669
C -2.124 2.863 1.197
C -2.456 3.661 2.253
N -1.987 3.039 3.379
C -2.142 3.532 4.740
H -2.317 -2.325 6.525
H -1.427 -0.802 6.386
H -3.198 -0.803 6.278
H -3.409 -3.306 4.389
H -2.833 -2.912 1.719
H 2.655 -0.390 0.574
H 4.096 0.000 2.870
H 3.583 0.688 5.134
H 2.107 1.636 5.357
H 2.114 -0.101 5.727
H -2.348 2.988 0.150
H -2.983 4.598 2.301
H -2.493 4.559 4.689
H -2.872 2.936 5.285
H -1.190 3.511 5.265
C 1.270 1.125 -2.228
C 1.961 -0.200 -1.928
As 1.836 -1.504 -3.410
C 2.974 -2.875 -2.618
C 3.669 -3.731 -3.473
C 4.433 -4.769 -2.962
C 4.516 -4.966 -1.588
C 3.822 -4.125 -0.732
C 3.052 -3.088 -1.246
C 3.143 -0.632 -4.565
C 4.483 -0.477 -4.215
C 5.348 0.208 -5.053
C 4.883 0.749 -6.247
C 3.553 0.598 -6.603
C 2.687 -0.094 -5.763
As -0.617 1.126 -1.712
C -1.318 -0.194 -2.936
C -1.905 -1.423 -2.298
C -2.337 -2.456 -3.287
C -2.276 -2.246 -4.623
C -1.744 -1.049 -5.157
C -1.279 -0.046 -4.286
C -1.170 2.807 -2.507
C -2.386 2.939 -3.171
C -2.742 4.163 -3.717
C -1.902 5.261 -3.593
C -0.699 5.137 -2.913
C -0.335 3.914 -2.368
H 1.357 1.416 -3.279
H 1.738 1.922 -1.646
H 1.549 -0.668 -1.032
H 3.027 -0.030 -1.757
H 3.622 -3.583 -4.546
H 4.969 -5.423 -3.637
H 5.120 -5.771 -1.191
H 3.874 -4.275 0.339
H 2.492 -2.460 -0.557
H 4.858 -0.906 -3.292
H 6.389 0.319 -4.778
H 5.561 1.282 -6.900
H 3.188 1.012 -7.533
H 1.649 -0.221 -6.051
H -2.820 -1.114 -1.770
H -2.793 -3.358 -2.896
H -2.652 -3.005 -5.296
H -1.697 -0.904 -6.227
H -0.871 0.868 -4.707
H -3.057 2.095 -3.246
H -3.686 4.260 -4.237
H -2.185 6.212 -4.023
H -0.042 5.991 -2.808
H 0.605 3.833 -1.837
Cl -9.906 0.095 0.452
C -8.187 0.195 0.232
C -7.383 -0.833 0.698
C -6.011 -0.740 0.531
C -5.447 0.357 -0.110
C -6.274 1.371 -0.580
C -7.646 1.301 -0.405
C -3.959 0.463 -0.312
O -3.507 1.289 -1.105
O -3.249 -0.353 0.384
H -7.832 -1.687 1.185
H -5.362 -1.523 0.899
H -5.825 2.213 -1.089
H -8.296 2.087 -0.762
N -1.063 -1.834 -1.147
C -0.473 -3.041 -1.025
C -0.052 -3.440 0.271
C 0.550 -4.662 0.473
C 0.794 -5.509 -0.607
C 0.449 -5.109 -1.897
C -0.172 -3.901 -2.116
H -0.235 -2.766 1.102
H 0.837 -4.958 1.473
H 1.269 -6.467 -0.449
H 0.694 -5.740 -2.741
H -0.381 -3.579 -3.125

Computed properties:
E_HOMO (spin up / spin down) = -8.53 / -10.12 eV
Frontier orbital gap (spin up / spin down) = 0.2420 / 0.2315 Eh
Relative energy (zero: lowest compared OMol25 entry of this formula, charge and spin) = 0.0 kJ/mol
F_max = 0.6 eV/Å
Net charge = +1
Multiplicity = 6



No. 2
Computed, not measured: a structure of composition C51H48IrN5P2S2, with wB97M-V/def2-TZVPD.

Cartesian coordinates (Å):
Ir 0.392 -0.384 1.017
C 2.971 1.693 0.235
N 2.333 1.370 1.515
C 3.270 0.621 2.355
C 2.546 -0.130 3.464
N 1.910 -1.351 2.944
C 1.150 -2.000 4.016
C 2.906 -2.300 2.468
C 3.822 -2.875 3.342
C 4.708 -3.850 2.921
C 4.689 -4.284 1.604
C 3.828 -3.692 0.711
C 2.956 -2.678 1.121
S 2.024 -1.916 -0.131
C 1.871 2.607 2.104
C 2.698 3.453 2.835
C 2.256 4.683 3.295
C 0.972 5.115 3.009
C 0.131 4.294 2.292
C 0.560 3.036 1.857
S -0.649 2.057 1.085
H 3.877 2.295 0.378
H 2.273 2.250 -0.389
H 3.235 0.766 -0.272
H 4.045 1.260 2.793
H 3.778 -0.108 1.719
H 1.765 0.501 3.895
H 3.258 -0.374 4.265
H 1.784 -2.305 4.856
H 0.654 -2.886 3.622
H 0.404 -1.315 4.407
H 3.857 -2.564 4.378
H 5.403 -4.280 3.623
H 5.353 -5.067 1.273
H 3.801 -3.997 -0.324
H 3.717 3.175 3.050
H 2.929 5.310 3.859
H 0.628 6.080 3.346
H -0.880 4.590 2.064
N -1.834 -2.600 1.907
P -1.427 -2.005 0.360
C -3.043 -1.293 -0.140
C -3.160 0.080 -0.304
C -4.397 0.648 -0.547
C -5.523 -0.153 -0.628
C -5.409 -1.524 -0.468
C -4.174 -2.098 -0.233
C -1.365 -3.525 -0.629
C -0.656 -3.404 -1.821
C -0.628 -4.437 -2.735
C -1.321 -5.608 -2.470
C -2.008 -5.745 -1.275
C -2.027 -4.717 -0.348
C -1.908 -1.719 2.950
C -2.609 -2.054 4.114
C -2.647 -1.154 5.153
C -2.002 0.071 5.007
C -1.341 0.324 3.823
N -1.275 -0.547 2.816
H -2.370 -3.450 2.020
H -2.278 0.696 -0.234
H -4.480 1.717 -0.666
H -6.490 0.292 -0.803
H -6.291 -2.145 -0.515
H -4.096 -3.169 -0.113
H -0.108 -2.488 -1.999
H -0.066 -4.325 -3.649
H -1.313 -6.415 -3.185
H -2.539 -6.660 -1.064
H -2.552 -4.871 0.584
H -3.107 -3.009 4.180
H -3.180 -1.393 6.059
H -2.014 0.801 5.798
H -0.844 1.272 3.664
N 0.172 0.638 -0.892
P -0.028 1.423 -2.232
C -1.663 1.168 -3.020
C -2.494 2.186 -3.465
C -3.704 1.868 -4.058
C -4.073 0.543 -4.228
C -3.230 -0.474 -3.807
C -2.033 -0.162 -3.195
C 0.158 3.227 -2.050
C -0.828 3.924 -1.358
C -0.669 5.272 -1.100
C 0.471 5.930 -1.537
C 1.459 5.233 -2.211
C 1.311 3.879 -2.463
C 1.117 0.897 -3.549
C 2.156 0.030 -3.244
C 3.002 -0.408 -4.250
C 2.798 0.010 -5.555
C 1.754 0.871 -5.858
C 0.909 1.317 -4.858
H -2.198 3.219 -3.364
H -4.356 2.658 -4.397
H -5.012 0.304 -4.706
H -3.505 -1.507 -3.962
H -1.364 -0.941 -2.857
H -1.708 3.399 -1.014
H -1.433 5.809 -0.560
H 0.588 6.987 -1.349
H 2.352 5.743 -2.542
H 2.086 3.330 -2.980
H 2.278 -0.308 -2.225
H 3.811 -1.084 -4.016
H 3.448 -0.340 -6.343
H 1.591 1.187 -6.878
H 0.088 1.982 -5.089

Computed properties:
E_HOMO (spin up / spin down) = -8.98 / -9.39 eV
Frontier orbital gap (spin up / spin down) = 0.2656 / 0.1893 Eh
F_max = 2.2 eV/Å
Net charge = +1
Multiplicity = 6